*a*
Computed, not measured: C22H29N5O2 in the gas phase, with wB97M-V/def2-TZVPD.

2S+1: 1
LUMO: 0.0207 hartree
HOMO energy: -7.5 eV
SMILES: Cc1ccc(NC(=O)NCCN2CCN(C(=O)Nc3ccc(C)cc3)CC2)cc1
Kohn-Sham gap: 8.0177 eV

Last column: Mulliken charge in e.
Positions of all 58 atoms, in Å:
C1 -6.1818 -0.7023 1.1034  -1.537
C2 -4.7014 -0.8628 0.9200  1.192
C3 -3.8158 -0.3399 1.8556  -0.744
C4 -2.4528 -0.4699 1.6936  -0.746
C5 -1.9319 -1.1274 0.5796  0.553
N1 -0.5478 -1.2330 0.4800  0.082
C6 0.1885 -1.8386 -0.5063  0.512
O1 -0.2531 -2.3396 -1.5212  -0.703
N2 1.5251 -1.8722 -0.2062  -0.112
C7 2.4961 -2.2601 -1.2041  -0.529
C8 3.8998 -2.0761 -0.6171  -1.005
N3 4.0125 -0.7425 -0.0715  0.535
C9 4.3649 0.2962 -1.0129  -0.897
C10 4.1613 1.6519 -0.2955  -1.039
N4 3.3200 1.4513 0.8641  0.060
C11 1.9601 1.2450 0.7751  0.070
O2 1.3215 0.7963 1.7155  -0.715
N5 1.3724 1.6253 -0.3986  0.195
C12 -0.0180 1.6712 -0.6175  0.660
C13 -0.5239 1.2729 -1.8498  -0.506
C14 -1.8792 1.3464 -2.0976  -0.921
C15 -2.7579 1.8277 -1.1340  0.718
C16 -4.2266 1.8949 -1.4172  -1.506
C17 -2.2399 2.2287 0.0887  -0.749
C18 -0.8849 2.1546 0.3525  -0.173
C19 4.0207 0.6768 1.8725  -0.888
C20 4.6842 -0.5491 1.1936  -0.764
C21 -2.8098 -1.6550 -0.3608  -0.536
C22 -4.1744 -1.5201 -0.1823  -0.914
H1 -6.4863 -1.0518 2.0890  0.403
H2 -6.7300 -1.2642 0.3510  0.355
H3 -6.4633 0.3479 1.0219  0.279
H4 -4.2034 0.1740 2.7244  0.412
H5 -1.7750 -0.0577 2.4274  0.448
H6 -0.0361 -0.7195 1.1910  0.088
H7 1.8830 -1.2636 0.5152  0.231
H8 2.3294 -3.3044 -1.4819  0.413
H9 2.3729 -1.6577 -2.1147  0.269
H10 4.0334 -2.7944 0.1937  0.375
H11 4.6574 -2.2824 -1.3879  0.324
H12 3.7105 0.2061 -1.8832  0.405
H13 5.4091 0.2060 -1.3647  0.465
H14 5.1177 2.0296 0.0761  0.344
H15 3.7485 2.4148 -0.9562  0.427
H16 1.9298 1.6328 -1.2365  0.268
H17 0.1448 0.8945 -2.6104  0.370
H18 -2.2623 1.0215 -3.0535  0.388
H19 -4.7457 2.4539 -0.6430  0.327
H20 -4.4128 2.3683 -2.3799  0.463
H21 -4.6400 0.8879 -1.4500  0.211
H22 -2.9050 2.6071 0.8509  0.299
H23 -0.4956 2.4639 1.3090  0.472
H24 4.7665 1.3115 2.3579  0.363
H25 3.2818 0.3675 2.6121  0.389
H26 4.5562 -1.4351 1.8151  0.427
H27 5.7663 -0.3774 1.0612  0.398
H28 -2.4174 -2.1659 -1.2234  0.529
H29 -4.8430 -1.9398 -0.9218  0.270

*b*
Computed, not measured: C22H29N5O2 in the gas phase, with wB97M-V/def2-TZVPD.

2S+1: 1
LUMO: 0.0217 hartree
HOMO energy: -7.6 eV
SMILES: CCOc1ccc(-n2nc3c(=O)n(CCN4CCCCC4)nc(C)c3c2C)cc1
Kohn-Sham gap: 8.1896 eV

Last column: Mulliken charge in e.
Positions of all 58 atoms, in Å:
C1 -8.4943 -1.6303 1.6644  -1.030
C2 -8.5965 -0.9418 0.3067  -0.425
O1 -7.5772 -1.3473 -0.5862  -0.469
C3 -6.3153 -0.8729 -0.4429  0.790
C4 -5.9123 0.1108 0.4558  -0.151
C5 -4.5939 0.5315 0.4860  -0.772
C6 -3.6628 -0.0143 -0.3849  -0.164
N1 -2.3127 0.3783 -0.3703  0.836
N2 -1.3819 -0.5656 -0.4929  -1.166
C7 -0.2201 0.0646 -0.4494  -0.025
C8 1.1094 -0.5140 -0.5231  0.473
O2 1.3998 -1.6902 -0.6393  -0.682
N3 2.0928 0.4605 -0.4529  0.872
C9 3.4775 0.0375 -0.4609  -0.448
C10 3.9230 -0.3311 0.9750  -0.927
N4 5.2531 -0.8330 1.1630  0.177
C11 5.5409 -2.1776 0.7133  -0.976
C12 6.1171 -2.2715 -0.7057  -0.290
C13 7.3387 -1.3659 -0.8288  -0.860
C14 6.9523 0.0614 -0.4529  -0.286
C15 6.3580 0.0768 0.9621  -0.967
N5 1.9175 1.7789 -0.3036  -0.993
C16 0.7412 2.3052 -0.2349  0.335
C17 0.6636 3.7892 -0.0773  -1.403
C18 -0.4142 1.4679 -0.3065  1.142
C19 -1.7961 1.6301 -0.2655  0.353
C20 -2.6200 2.8642 -0.2101  -1.929
C21 -4.0540 -1.0162 -1.2705  -0.412
C22 -5.3627 -1.4360 -1.2993  -0.639
H1 -9.3272 -1.3269 2.2926  0.355
H2 -7.5628 -1.3740 2.1632  0.339
H3 -8.5255 -2.7087 1.5323  0.303
H4 -8.6026 0.1495 0.4189  0.332
H5 -9.5234 -1.2399 -0.1909  0.316
H6 -6.6090 0.5581 1.1467  0.350
H7 -4.2945 1.2686 1.2144  0.426
H8 3.5488 -0.8355 -1.1112  0.284
H9 4.0681 0.8663 -0.8510  0.265
H10 3.2289 -1.0912 1.3462  0.352
H11 3.8118 0.5641 1.5975  0.236
H12 4.6279 -2.7702 0.7868  0.368
H13 6.2790 -2.5980 1.4098  0.415
H14 5.3667 -1.9726 -1.4386  0.185
H15 6.3904 -3.3082 -0.9108  0.372
H16 7.7350 -1.3973 -1.8462  0.366
H17 8.1207 -1.7188 -0.1514  0.327
H18 6.2260 0.4406 -1.1732  0.172
H19 7.8279 0.7133 -0.4809  0.373
H20 6.0307 1.0847 1.2256  0.381
H21 7.1493 -0.2170 1.6650  0.394
H22 1.6654 4.1848 0.0607  0.405
H23 0.2259 4.2422 -0.9661  0.282
H24 0.0480 4.0494 0.7815  0.326
H25 -3.5963 2.6918 -0.6590  0.489
H26 -2.1197 3.6634 -0.7515  0.426
H27 -2.7640 3.1971 0.8189  0.291
H28 -3.3129 -1.4584 -1.9167  0.489
H29 -5.6837 -2.2068 -1.9812  0.416

The most stable structure shown above is *a*; the least stable is *b*.